*a*
# C4H12OS2

2 unconnected molecules or ions with the total composition C4H12OS2 (wB97M-V/def2-TZVPD, the OMol25 dataset).

Values from the calculation:
HOMO level: -0.315 Eh
SMILES string: CCSSCC.O
Charge: 0
E_LUMO: 0.653 eV
Kohn-Sham gap: 9.236 eV

Element x y z (Å)
C1 1.4001 0.3506 -1.0807
C2 1.4580 -0.3296 0.3070
S1 0.9348 0.8438 1.6084
S2 -1.0791 0.4798 1.8339
C3 -1.8946 1.6963 0.7079
C4 -3.0084 1.0482 -0.1228
H1 1.6476 -0.3679 -1.8642
H2 0.3951 0.7332 -1.2585
H3 2.0530 1.2125 -1.0424
H4 0.9052 -1.2524 0.2792
H5 2.4922 -0.4953 0.5987
H6 -1.1989 2.2077 0.0661
H7 -2.2864 2.4076 1.4432
H8 -3.9897 1.2538 0.2823
H9 -3.0025 1.4992 -1.1125
H10 -2.8504 -0.0209 -0.2293
O1 2.4471 -3.4573 -0.0477
H11 3.3773 -3.4136 -0.2830
H12 2.1997 -4.3958 -0.0857



*b*
# C4H12OS2

2 unconnected molecules or ions with the total composition C4H12OS2 (wB97M-V/def2-TZVPD, the OMol25 dataset).

Values from the calculation:
HOMO level: -0.320 Eh
SMILES string: CCCSSC.O
Charge: 0
E_LUMO: -0.035 eV
Kohn-Sham gap: 8.679 eV

Element x y z (Å)
C1 0.5340 2.4801 0.1679
C2 -0.7605 1.9820 -0.3403
C3 -1.1016 0.6470 0.4788
S1 0.1254 -0.6546 0.3078
S2 0.8558 -0.3401 -1.7745
C4 0.3677 -1.9361 -2.3879
H1 0.5183 2.3988 1.2240
H2 0.8833 3.4776 -0.1839
H3 1.3113 1.7173 -0.1214
H4 -0.9096 1.7260 -1.4387
H5 -1.5617 2.7778 -0.0663
H6 -2.0891 0.2836 0.2206
H7 -1.0929 0.9755 1.5614
H8 1.3224 -2.6277 -2.3780
H9 -0.0600 -1.8809 -3.4196
H10 -0.4098 -2.6009 -1.8858
O1 -0.7704 -0.8988 4.3691
H11 -0.0914 -1.1431 3.6571
H12 -1.5935 -1.0365 3.8338



*c*
# C4H12OS2

2 unconnected molecules or ions with the total composition C4H12OS2 (wB97M-V/def2-TZVPD, the OMol25 dataset).

Values from the calculation:
HOMO level: -0.317 Eh
SMILES string: CCSSCC.O
Charge: 0
E_LUMO: 0.744 eV
Kohn-Sham gap: 9.357 eV

Element x y z (Å)
C1 1.0556 -2.0435 -1.6039
C2 -0.1071 -1.9141 -0.6427
S1 0.3472 -2.2502 1.1028
S2 -1.3228 -1.5374 2.0531
C3 -0.6091 0.0892 2.5498
C4 -0.4404 1.2909 1.5940
H1 0.8506 -1.4729 -2.5082
H2 1.9717 -1.7808 -1.0813
H3 1.1028 -3.0554 -2.0124
H4 -0.4394 -0.8778 -0.7208
H5 -0.9404 -2.6023 -0.7995
H6 0.3380 -0.1712 3.0285
H7 -1.2285 0.4490 3.3813
H8 -0.0618 2.0698 2.2690
H9 0.3526 1.1429 0.8668
H10 -1.4333 1.5723 1.2705
O1 0.2776 3.3413 -2.7201
H11 0.7932 3.8501 -3.3661
H12 -0.5064 3.9000 -2.6608



Stability, highest: *a*



*a*
# C6H7Cl

A single C6H7Cl molecule (wB97M-V/def2-TZVPD, the OMol25 dataset).

Values from the calculation:
HOMO level: -0.330 Eh
SMILES string: Cl[C@@]12CC=C[C@@H]1C2
Charge: 0
E_LUMO: 1.015 eV
Kohn-Sham gap: 9.998 eV

Element x y z (Å)
Cl1 -2.7853 0.2737 0.2165
C1 -1.1495 -0.0502 -0.2025
C2 -0.0421 1.2196 -0.5449
C3 1.3278 1.0797 0.2701
C4 1.1432 -0.1138 0.9253
C5 -0.1521 -0.8154 0.7319
C6 -0.5937 -1.3490 -0.6340
H1 -0.4119 2.2755 -0.5269
H2 0.0501 0.9154 -1.6461
H3 2.2291 1.7115 0.2671
H4 1.8440 -0.4196 1.6717
H5 -0.3665 -1.2674 1.7506
H6 0.1490 -1.3116 -1.4362
H7 -1.2420 -2.1485 -0.8426



*b*
# C6H7Cl

A single C6H7Cl molecule (wB97M-V/def2-TZVPD, the OMol25 dataset).

Values from the calculation:
HOMO level (spin up / spin down): -0.294 / -0.295 Eh
Charge: 0
E_LUMO (spin up / spin down): 0.446 / 0.449 eV
Kohn-Sham gap (spin up / spin down): 8.459 / 8.465 eV

Element x y z (Å)
C1 -0.1434 -0.1887 -1.1486
C2 1.8023 -0.2975 0.4434
C3 -0.9375 0.1268 -0.1763
C4 0.9518 -0.0287 1.3958
C5 1.3572 -0.3593 -0.9938
C6 -2.2246 0.4826 0.3864
Cl1 0.9735 0.1868 3.0517
H1 -0.4812 -0.3393 -2.1732
H2 2.8654 -0.4697 0.5866
H3 1.6793 -1.2991 -1.4541
H4 1.8541 0.4478 -1.5472
H5 -2.7483 -0.4079 0.7297
H6 -2.8462 1.0064 -0.3458
H7 -2.1025 1.1399 1.2455



Stability, highest: *a*



*a*
# C3H5N3O

A single C3H5N3O molecule (wB97M-V/def2-TZVPD, the OMol25 dataset).

Values from the calculation:
HOMO level: -0.330 Eh
SMILES string: O=C1NCC=NN1
Charge: 0
E_LUMO: 0.726 eV
Kohn-Sham gap: 9.701 eV

Element x y z (Å)
O1 -3.0909 0.4613 -0.1044
C1 -1.9536 0.0772 -0.0302
N1 -0.8624 0.8757 0.1401
C2 0.5191 0.4670 -0.0783
C3 0.7531 -1.0460 -0.0878
N2 -0.2436 -1.8301 -0.0009
N3 -1.5028 -1.3476 0.0008
H1 -0.9553 1.9347 0.0048
H2 1.2128 0.8564 0.6617
H3 0.7237 0.9438 -0.9426
H4 1.7495 -1.3664 0.0259
H5 -2.2884 -2.1132 -0.0658



*b*
# C3H5N3O

A single C3H5N3O molecule (wB97M-V/def2-TZVPD, the OMol25 dataset).

Values from the calculation:
HOMO level: -0.339 Eh
SMILES string: NCc1nnco1
Charge: 0
E_LUMO: 0.899 eV
Kohn-Sham gap: 10.123 eV

Element x y z (Å)
N1 2.4133 -0.4264 -0.0456
C1 1.5249 0.6904 0.0744
C2 0.1253 0.2291 0.0688
N2 -0.2464 -1.0294 0.0380
N3 -1.6200 -1.0131 0.0372
C3 -1.9864 0.2066 -0.0003
O1 -0.9608 1.1033 -0.0927
H1 3.3536 -0.5153 0.2556
H2 2.1932 -1.0999 -0.7976
H3 1.7162 1.1934 0.9978
H4 1.5772 1.4911 -0.7307
H5 -2.9655 0.6294 -0.0476



Stability, highest: *a*



*a*
# C3H5N3O

A single C3H5N3O molecule (wB97M-V/def2-TZVPD, the OMol25 dataset).

Values from the calculation:
HOMO level: -0.266 Eh
Charge: 0
E_LUMO: 0.598 eV
Kohn-Sham gap: 7.836 eV

Element x y z (Å)
N1 -2.3480 -0.7485 0.0814
C1 -0.9561 -0.3703 0.0883
C2 -0.2237 0.4570 -0.6655
N2 1.1586 0.6524 -0.4043
C3 1.7733 0.0776 0.6240
O1 3.0764 0.4500 0.5646
N3 -1.2570 -1.2259 1.0364
H1 -2.6928 -1.4354 -0.5813
H2 -3.0477 -0.1300 0.4789
H3 -0.6594 1.0116 -1.4846
H4 1.6763 1.2392 -1.0552
H5 3.5002 0.0225 1.3171



*b*
# C3H5N3O

2 unconnected molecules or ions with the total composition C3H5N3O (wB97M-V/def2-TZVPD, the OMol25 dataset).

Values from the calculation:
HOMO level: -0.333 Eh
SMILES string: [H]/N=C(/N)C=O.C#N
Charge: 0
E_LUMO: 0.035 eV
Kohn-Sham gap: 9.104 eV

Element x y z (Å)
H1 0.8357 1.2532 0.2947
N1 -0.1458 1.5074 0.2540
C1 -0.9028 0.4945 0.1478
N2 -2.2435 0.6313 0.0720
C2 -0.4010 -1.0564 0.1719
O1 -1.2847 -1.8677 0.3860
H2 -2.8277 -0.1882 0.1078
H3 -2.6591 1.5465 0.1066
H4 0.5241 -1.1370 0.7560
C3 3.0436 -0.5470 -0.5960
N3 1.9717 -0.2625 -0.9384
H5 4.0896 -0.3741 -0.7623



Stability, highest: *b*



*a*
# C3H5N3O

A single C3H5N3O molecule (wB97M-V/def2-TZVPD, the OMol25 dataset).

Values from the calculation:
HOMO level: -0.286 Eh
Charge: 0
E_LUMO: -0.238 eV
Kohn-Sham gap: 7.533 eV

Element x y z (Å)
C1 -0.4522 -0.4341 0.4917
C2 0.2646 0.5902 -0.1661
N1 -1.3393 -1.1884 -0.2231
N2 0.2076 0.7682 -1.5552
C3 1.5052 0.9051 1.7934
O1 -0.2555 -0.7169 1.7364
N3 1.2405 1.1173 0.6431
H1 -1.2528 -1.1348 -1.2273
H2 -1.6027 -2.0723 0.1807
H3 -0.3434 1.5663 -1.8472
H4 1.1173 0.7841 -2.0010
H5 0.9106 -0.1848 2.1746



*b*
# C3H5N3O

A single C3H5N3O molecule (wB97M-V/def2-TZVPD, the OMol25 dataset).

Values from the calculation:
HOMO level: -0.304 Eh
Charge: 0
E_LUMO: 0.621 eV
Kohn-Sham gap: 8.898 eV

Element x y z (Å)
N1 2.2305 -0.7768 0.2064
C1 1.0545 -0.1864 0.2386
C2 -0.8012 1.8768 -0.7198
N2 -1.4589 1.0025 0.0251
C3 -1.1003 -0.3679 0.2129
O1 -1.7749 -1.0738 0.9171
N3 0.0526 -0.7848 -0.4675
H1 2.4930 -1.6034 -0.3222
H2 2.9426 -0.3424 0.7669
H3 -1.3817 2.8183 -0.6220
H4 -2.2995 1.1910 0.5700
H5 0.0434 -1.7530 -0.8055



Stability, highest: *a*



*a*
# C3H5N3O

A single C3H5N3O molecule (wB97M-V/def2-TZVPD, the OMol25 dataset).

Values from the calculation:
HOMO level (spin up / spin down): -0.289 / -0.289 Eh
SMILES string: [H]/N=C\C(=O)/C=N/N
Charge: 0
E_LUMO (spin up / spin down): -1.081 / -1.080 eV
Kohn-Sham gap (spin up / spin down): 6.790 / 6.790 eV

Element x y z (Å)
H1 -2.2805 0.8218 1.1914
N1 -2.0202 1.3201 0.3361
C1 -1.0971 0.7467 -0.2922
C2 -0.8944 -1.0999 -0.4185
O1 -1.7772 -1.7198 -0.9271
C3 0.3687 -1.1539 0.1355
N2 0.7041 0.1218 0.4930
N3 1.9653 0.4615 0.2416
H2 -0.7106 1.1897 -1.2153
H3 0.9737 -2.0232 0.3756
H4 2.5411 -0.0673 -0.4071
H5 2.2272 1.4025 0.4869



*b*
# C3H5N3O

A single C3H5N3O molecule (wB97M-V/def2-TZVPD, the OMol25 dataset).

Values from the calculation:
HOMO level: -0.327 Eh
Charge: 0
E_LUMO: 0.538 eV
Kohn-Sham gap: 9.441 eV

Element x y z (Å)
N1 0.7115 0.0646 1.9928
C1 0.3042 0.0276 0.6849
N2 -0.3501 0.9029 0.0395
C2 -0.5170 0.3189 -1.2964
O1 -1.8538 0.3366 -1.7082
C3 0.0482 -1.1031 -1.3143
N3 0.5666 -1.1487 -0.0952
H1 0.6174 0.9820 2.4078
H2 1.6010 -0.3705 2.1932
H3 -2.2637 1.0557 -1.2168
H4 0.1239 0.9071 -1.9775
H5 1.0119 -1.9732 0.2902



Stability, highest: *b*



*a*
# C3H5N3O

A single C3H5N3O molecule (wB97M-V/def2-TZVPD, the OMol25 dataset).

Values from the calculation:
HOMO level: -0.323 Eh
SMILES string: COc1c[nH]nn1
Charge: 0
E_LUMO: 0.956 eV
Kohn-Sham gap: 9.740 eV

Element x y z (Å)
C1 1.9515 1.4885 -0.4352
O1 1.5794 0.1248 -0.2084
C2 0.2884 -0.1436 0.0495
C3 -0.2688 -1.4219 0.1978
N1 -1.5671 -1.1637 0.2705
N2 -1.8290 0.1246 0.1689
N3 -0.6839 0.7598 0.0714
H1 3.0647 1.4763 -0.6578
H2 1.3032 1.9539 -1.1876
H3 1.8695 2.1034 0.5013
H4 0.2384 -2.3980 0.1485
H5 -2.3781 -1.7167 0.4156



*b*
# C3H5N3O

A single C3H5N3O molecule (wB97M-V/def2-TZVPD, the OMol25 dataset).

Values from the calculation:
HOMO level: -0.367 Eh
SMILES string: OCc1nc[nH]n1
Charge: 0
E_LUMO: 0.308 eV
Kohn-Sham gap: 10.307 eV

Element x y z (Å)
O1 -2.6079 0.9170 -0.0784
C1 -1.6620 -0.0723 0.2032
C2 -0.1499 0.1177 -0.1858
N1 0.5318 -1.0221 0.1323
C3 1.8002 -0.7098 0.1333
N2 2.1497 0.4975 -0.2499
N3 0.5508 1.1695 -0.5413
H1 -2.6597 1.0517 -1.0327
H2 -1.9651 -1.0693 -0.1630
H3 -1.6413 -0.1783 1.3011
H4 2.5007 -1.4435 0.5119
H5 3.1527 0.7417 -0.0306



Stability, highest: *a*